(1)
A 2-piece molecular cluster, C3H10SSi overall. Source: OMol25; level of theory: ωB97M-V with the def2-TZVPD basis set.

For the orbital gap, the calculation gives 9.7 eV. As for the SMILES: C[SiH3].C=CS. As for the energy relative to the best compared isomer or geometry (same formula, charge and spin): 57.4 kJ/mol.

Geometry as XYZ:
```
15
Properties=species:S:1:pos:R:3:forces:R:3:nbo_charge:R:1
C 0.437301 -2.231656 -0.973578 -0.2 0.1 0.1 -0.430
C -0.904243 2.590824 2.317570 0.1 -0.2 -0.3 -1.070
C 0.464526 -1.832463 -2.232152 0.3 -0.2 -0.2 -0.336
Si -0.440573 1.373351 0.942812 -0.3 0.5 0.7 0.878
S 1.546985 -2.445276 -3.469934 0.0 0.1 -0.2 0.027
H -0.248642 -1.790705 -0.272469 -0.2 0.1 0.1 0.209
H 1.095560 -2.998255 -0.599871 0.1 -0.1 0.0 0.194
H 1.008615 1.187310 0.909324 0.3 -0.1 -0.1 -0.168
H -1.981366 2.658534 2.440153 -0.2 0.0 0.0 0.237
H -0.484587 2.283242 3.271373 0.1 -0.1 0.1 0.238
H -0.535017 3.590117 2.103077 0.1 0.1 -0.1 0.237
H -0.184605 -1.064391 -2.622030 -0.2 0.1 0.1 0.219
H -0.903078 1.873341 -0.353000 -0.1 0.1 -0.3 -0.172
H -1.089232 0.085842 1.212714 -0.1 -0.3 0.0 -0.180
H 2.218355 -3.279814 -2.673990 0.1 -0.1 0.1 0.117
```
Positions in Å, forces in eV/Å.


(2)
A 2-piece molecular cluster, C3H10Si overall. Source: OMol25; level of theory: ωB97M-V with the def2-TZVPD basis set.

The spin multiplicity is 3. For the orbital gap (alpha / beta), the calculation gives 8.4 / 9.8 eV.

Geometry as XYZ:
```
14
Properties=species:S:1:pos:R:3:forces:R:3:nbo_charge:R:1
C 2.843665 0.158088 -1.317181 1.0 2.4 0.5 -0.489
C -1.335605 -1.614951 0.333297 -0.2 1.9 -1.3 -1.091
C -1.152961 1.526350 0.249439 0.7 -1.7 1.5 -1.063
Si -0.224490 -0.092991 0.889938 -1.1 0.2 -0.3 0.957
H 2.724436 -0.859382 -1.494207 0.0 -1.5 -0.3 0.163
H 1.998006 0.760249 -1.030518 -0.2 -0.1 0.0 0.158
H 3.820514 0.677220 -1.244293 -0.7 -0.8 -0.2 0.168
H -1.274553 -2.376889 1.059573 -0.3 -0.9 1.0 0.231
H -2.425409 -1.344365 0.047116 1.8 -0.5 0.6 0.235
H -0.809628 -2.026375 -0.542745 -0.5 0.1 0.0 0.233
H -0.634225 2.329080 -0.234047 0.3 0.1 -0.5 0.238
H -1.929678 1.028999 -0.309206 -0.4 0.5 -0.5 0.229
H -1.535840 1.905557 1.192304 -0.4 0.2 0.0 0.233
H -0.064238 -0.070596 2.400527 -0.1 0.0 -0.5 -0.203
```
Positions in Å, forces in eV/Å.


(3)
C3H11AsBF3NO as an isolated structure. Source: OMol25; level of theory: ωB97M-V with the def2-TZVPD basis set.

For the orbital gap, the calculation gives 6.0 eV. Its net charge is -1.

Geometry as XYZ:
```
21
Properties=species:S:1:pos:R:3:forces:R:3:nbo_charge:R:1
C 0.276127 2.291001 0.052653 0.4 -0.2 1.0 -0.416
N 0.349409 0.919299 -0.491229 -1.3 0.7 -1.0 -0.808
C 0.807625 0.879607 -1.900765 1.1 -0.5 -0.1 -0.413
B -0.897470 0.132258 -0.259333 -0.8 0.6 -0.1 0.914
O -2.206961 0.561942 -0.709302 1.9 0.7 0.6 -0.987
As -0.807267 -1.679446 0.693866 -1.6 -0.3 -0.1 0.426
C 1.164706 -1.430343 1.242259 1.5 -0.7 0.9 0.679
F 1.533097 -2.527592 2.057600 0.0 1.2 -0.7 -0.398
F 1.414615 -0.317682 2.069158 0.3 -1.1 -1.3 -0.388
F 2.094844 -1.475287 0.192331 -0.6 0.6 1.5 -0.384
H -0.687032 2.835190 -0.159571 0.9 -0.3 -0.2 0.171
H 0.362038 2.215773 1.178898 -0.1 0.1 -1.1 0.205
H 1.193434 2.849457 -0.283527 -1.0 -0.3 0.2 0.189
H 0.789413 1.880318 -2.411922 -0.3 -0.8 0.4 0.171
H 1.889844 0.536806 -1.880726 -1.1 0.4 -0.3 0.193
H 0.248309 0.125739 -2.523818 0.4 0.8 0.6 0.204
H -2.809837 0.633670 0.042031 0.0 -0.7 -0.2 0.497
H -0.392681 -2.324576 -0.705077 0.4 -0.2 -0.7 -0.238
H -0.742317 -3.114441 1.307872 0.2 -0.2 0.3 -0.159
H -1.241096 -1.054390 2.088830 0.0 0.2 0.8 -0.245
H -2.338800 -1.937301 0.399773 -0.4 0.0 -0.2 -0.212
```
Positions in Å, forces in eV/Å.


| no. | calculated total energy (eV) |
| --- | --- |
| 1 | -21984.69370 |
| 2 | -11146.58682 |
| 3 | -76491.37229 |